[1]
{"formula": "C20H34BiF5N4O3S2Si2Te", "method": "ωB97M-V with the def2-TZVPD basis set", "gap_ev": [5.276, 7.115], "e_lumo_ha": [0.0876, 0.0875], "spin_multiplicity": 2, "charge": -1, "symbols": ["Bi", "O", "N", "C", "C", "C", "C", "C", "S", "H", "H", "H", "H", "O", "C", "O", "H", "C", "C", "C", "N", "N", "C", "N", "S", "H", "H", "H", "H", "H", "H", "H", "C", "Si", "C", "C", "C", "Te", "C", "Si", "C", "C", "C", "H", "H", "H", "H", "H", "H", "H", "H", "H", "H", "H", "H", "H", "H", "H", "H", "H", "H", "H", "H", "H", "H", "F", "C", "F", "C", "F", "F", "F"], "coordinates": [[0.6351, 0.4413, 1.6266], [-0.1586, -1.3026, 2.6590], [-1.3692, -1.2657, 3.3675], [-1.7905, -2.5380, 3.7527], [-3.1099, -2.8492, 3.8515], [-4.0989, -1.9059, 3.5187], [-3.6657, -0.6530, 3.0476], [-2.3338, -0.3479, 2.9592], [-1.7514, 1.2098, 2.4435], [-0.9819, -3.2190, 3.9735], [-3.3862, -3.8387, 4.1921], [-5.1515, -2.1345, 3.5999], [-4.3732, 0.1074, 2.7453], [1.9559, 0.7550, -3.1553], [2.5906, 0.9460, -2.1140], [2.1103, 1.0800, -0.9365], [3.6938, 1.0574, -2.1790], [6.5791, -1.8181, 2.1390], [5.3068, -1.5771, 2.9578], [4.0637, -1.7992, 2.1675], [3.2351, -0.9053, 1.8194], [2.1524, -1.2948, 1.1085], [2.1523, -2.7035, 0.7287], [0.9586, -3.4510, 0.9862], [3.6141, -3.4466, 1.6503], [7.4636, -1.6225, 2.7484], [6.5997, -1.1662, 1.2654], [6.6186, -2.8504, 1.7898], [5.2848, -0.5531, 3.3341], [5.3009, -2.2605, 3.8137], [0.4869, -3.0304, 1.7779], [0.3209, -3.4467, 0.1994], [0.2417, 5.3841, -1.8264], [-0.0448, 3.9664, -0.5950], [-1.6568, 4.3593, 0.3003], [1.4469, 3.9013, 0.5641], [-0.2917, 2.4475, -1.6984], [-0.2982, 0.3894, -1.0597], [-2.4781, 0.4500, -0.8185], [-3.4006, 0.3495, -2.4593], [-3.5883, -1.4642, -2.9560], [-5.1280, 1.1046, -2.2336], [-2.5847, 1.2311, -3.9239], [0.2718, 6.3469, -1.3101], [-0.5621, 5.4311, -2.5650], [1.1848, 5.2617, -2.3636], [-1.5883, 5.3006, 0.8510], [-1.9285, 3.5816, 1.0101], [-2.4753, 4.4515, -0.4182], [2.0533, 4.8042, 0.4721], [2.0791, 3.0479, 0.3105], [1.1439, 3.8133, 1.6104], [0.5069, 2.4285, -2.4416], [-1.2358, 2.5704, -2.2266], [-2.7652, 1.3141, -0.2182], [-2.7251, -0.4434, -0.2363], [-4.0726, -2.0498, -2.1718], [-2.6094, -1.9096, -3.1503], [-4.1880, -1.5587, -3.8639], [-5.6234, 0.6949, -1.3508], [-5.7604, 0.8968, -3.1004], [-5.0723, 2.1888, -2.1125], [-1.5204, 0.9861, -3.9724], [-2.6821, 2.3170, -3.8627], [-3.0477, 0.9183, -4.8620], [1.4660, -2.5073, -1.5488], [2.5194, -2.8917, -0.7804], [3.5584, -2.1081, -1.1159], [2.8875, -4.3242, -1.2888], [2.5850, -4.4310, -2.5977], [4.1992, -4.5660, -1.1744], [2.2315, -5.3001, -0.6533]], "mulliken_charge": [0.8278, -0.4698, -0.0290, -0.3699, -0.6323, -0.5152, -0.5829, 0.4618, -0.5697, 0.4557, 0.3818, 0.3649, 0.3715, -0.6292, -0.2525, -0.3502, 0.4021, -1.1051, -0.6297, 0.3976, -0.8169, 0.4412, 0.4894, -0.6169, -0.4222, 0.3816, 0.3016, 0.3155, 0.2491, 0.2489, 0.1967, 0.3331, -1.2229, 0.3010, -0.7547, -0.9339, 0.1427, 0.2874, -0.6855, 0.4499, -1.0814, -1.1244, -1.1277, 0.3105, 0.3292, 0.3142, 0.3316, 0.1407, 0.2500, 0.4147, 0.2039, 0.3109, 0.4736, -0.2839, 0.4175, 0.3295, 0.3312, 0.2923, 0.3063, 0.3162, 0.3072, 0.3186, 0.3688, 0.2731, 0.4037, -0.2982, 0.6748, -0.3358, 0.3724, -0.2784, -0.2280, -0.2456]}

[2]
{"formula": "C5H8O", "method": "ωB97M-V with the def2-TZVPD basis set", "gap_ev": 10.549, "smiles": "CCC#CCO", "e_lumo_ha": 0.0338, "symbols": ["C", "C", "C", "C", "C", "O", "H", "H", "H", "H", "H", "H", "H", "H"], "coordinates": [[2.2417, -0.8197, -0.6372], [1.3114, 0.3601, -0.9316], [-0.0299, 0.2555, -0.3431], [-1.1416, 0.2635, 0.1273], [-2.4848, 0.3509, 0.7201], [-2.4685, 0.5071, 2.1266], [1.8546, -1.7447, -1.0743], [3.2308, -0.6263, -1.0653], [2.3610, -0.9721, 0.4396], [1.7676, 1.2881, -0.5656], [1.2038, 0.4787, -2.0166], [-3.0891, -0.5189, 0.4203], [-2.9825, 1.2412, 0.3224], [-1.7745, -0.0634, 2.4774]], "mulliken_charge": [-1.0475, -0.5308, 0.0988, 0.1924, -0.5094, -0.5257, 0.2915, 0.3201, 0.3054, 0.2742, 0.2917, 0.2605, 0.2606, 0.3183]}

[3]
{"formula": "CH2FNO", "method": "ωB97M-V with the def2-TZVPD basis set", "gap_ev": 11.517, "smiles": "F[C@@H]1NO1", "e_lumo_ha": 0.0422, "symbols": ["F", "C", "N", "O", "H", "H"], "coordinates": [[-1.6392, -0.1632, -0.2679], [-0.4761, -0.3177, 0.3678], [0.7912, 0.0036, -0.4066], [0.3336, -1.3182, -0.0397], [-0.5137, -0.0275, 1.4096], [0.5627, 0.1456, -1.3945]], "mulliken_charge": [-0.2214, 0.3647, -0.4218, -0.2809, 0.3146, 0.2448]}

[4]
{"formula": "C31H56N2O3P2Pt", "method": "ωB97M-V with the def2-TZVPD basis set", "gap_ev": [5.556, 4.235], "e_lumo_ha": [-0.4503, -0.5859], "spin_multiplicity": 5, "charge": 4, "symbols": ["Pt", "C", "O", "C", "O", "P", "C", "H", "C", "H", "C", "H", "C", "P", "H", "H", "C", "H", "C", "H", "H", "H", "C", "H", "H", "H", "C", "H", "H", "H", "C", "H", "H", "H", "C", "H", "H", "H", "C", "H", "H", "H", "C", "H", "H", "H", "C", "H", "C", "H", "H", "C", "H", "H", "H", "C", "H", "H", "H", "C", "H", "H", "H", "C", "H", "H", "H", "H", "H", "C", "N", "N", "C", "O", "C", "C", "C", "C", "C", "C", "C", "C", "C", "H", "H", "H", "H", "H", "H", "H", "H", "H", "H", "H", "H"], "coordinates": [[0.0248, -0.1031, -0.0455], [0.1776, -1.8203, -0.7783], [0.2783, -2.8850, -1.2306], [-1.8570, -0.3420, 0.7863], [-2.8811, -0.5564, 1.2491], [1.1094, -0.8862, 2.0598], [0.9913, 0.1937, 3.5764], [1.4625, -0.3696, 4.4069], [0.5828, -2.5974, 2.6762], [-0.5049, -2.5753, 2.5189], [2.9611, -1.0886, 1.8463], [3.2725, -0.0665, 1.5861], [0.2627, 0.6511, -3.5875], [-0.9792, 0.7315, -2.1816], [-2.2447, 2.5734, -3.1347], [1.0451, 1.3393, -3.2384], [-2.4374, -0.2633, -2.8711], [-2.3541, -0.0691, -3.9529], [1.1604, -3.7811, 1.8906], [2.0730, -4.1641, 2.3679], [1.3934, -3.5459, 0.8523], [0.4298, -4.6035, 1.8890], [0.8281, -2.8083, 4.1741], [0.8878, -3.8851, 4.3835], [0.0238, -2.3863, 4.7829], [1.7699, -2.3539, 4.4964], [3.7515, -1.5298, 3.0853], [3.5130, -0.9490, 3.9803], [4.8276, -1.4088, 2.8894], [3.5844, -2.5911, 3.3048], [3.2971, -1.9916, 0.6583], [4.2287, -1.6516, 0.1880], [2.5090, -1.9787, -0.0989], [3.4491, -3.0309, 0.9740], [1.7531, 1.5052, 3.3921], [2.7935, 1.4392, 3.7555], [1.2585, 2.3079, 3.9579], [1.7813, 1.7993, 2.3409], [-0.4690, 0.4553, 3.9439], [-0.9454, 1.0868, 3.1970], [-0.5285, 0.9761, 4.9146], [-1.0559, -0.4688, 4.0235], [-0.2240, 1.1349, -4.9616], [-0.9905, 1.9113, -4.9007], [-0.6200, 0.3015, -5.5554], [0.6273, 1.5510, -5.5203], [0.8875, -0.7386, -3.7097], [0.1427, -1.4911, -3.9948], [-2.3455, 2.8587, -1.0058], [1.3535, -1.0587, -2.7755], [1.6597, -0.7285, -4.4912], [-0.4009, 3.4707, -2.4838], [-1.6966, 3.3248, -0.2637], [-3.1468, 3.5946, -1.2503], [-2.8300, 2.0001, -0.5432], [-1.5655, 2.5005, -2.2608], [-0.6608, 4.4610, -2.0858], [-0.1509, 3.5908, -3.5443], [0.4989, 3.1257, -1.9634], [-3.8218, 0.1954, -2.4030], [-3.9485, 0.0340, -1.3259], [-4.5913, -0.4042, -2.9117], [-4.0290, 1.2483, -2.6162], [-2.2982, -1.7717, -2.6641], [-1.2870, -2.1259, -2.8636], [-2.9851, -2.2974, -3.3456], [-2.5630, -2.0628, -1.6405], [-0.3363, 1.9288, 0.2106], [0.1410, 1.5248, 1.2061], [-3.3434, 5.4459, 2.9426], [-3.1033, 4.0831, 2.5283], [-1.8463, 3.5486, 2.1564], [-2.1389, 2.2834, 1.6450], [-1.3701, 1.5973, 1.1248], [-3.4861, 2.0247, 1.7589], [-4.0569, 3.1671, 2.2874], [-5.5118, 3.3710, 2.4848], [-0.6280, 4.3268, 2.2419], [-0.3667, 5.1366, 3.3609], [0.7653, 5.9390, 3.4434], [1.6952, 5.9464, 2.4091], [1.4858, 5.1395, 1.3039], [0.3466, 4.3369, 1.2136], [-2.9999, 5.6468, 3.9697], [-4.4330, 5.6520, 2.9758], [-2.9115, 6.1587, 2.2232], [-4.1182, 1.2136, 1.4493], [-5.7289, 3.5963, 3.5447], [-5.8698, 4.1999, 1.8459], [-6.0820, 2.4610, 2.1988], [-1.0386, 5.1526, 4.2114], [0.9286, 6.5671, 4.3194], [2.5770, 6.5799, 2.4701], [2.2111, 5.1438, 0.4884], [0.2617, 3.7644, 0.2973]], "mulliken_charge": [3.8104, 0.1786, -0.3469, -0.0494, -0.2564, -1.1493, 0.6187, 1.0952, 1.2184, 0.3678, 0.4458, 0.5349, 0.7953, -0.6923, 1.2120, 0.4943, 0.6853, 0.6290, -1.6750, 0.3706, 0.3072, 0.4624, -1.5343, 0.4317, 0.3623, 0.3307, -1.6144, 0.3831, 0.4539, 0.3332, -1.3713, 0.4459, 0.2296, 0.3632, -1.6018, 0.3042, 0.3772, 0.2678, -1.9473, 0.5012, 0.5819, 0.3976, -1.6766, 0.4320, 0.4569, 0.4133, -1.3623, 0.2693, -0.3476, 0.2189, 0.5026, -1.7567, -0.0874, 0.2759, 0.1317, 0.0540, 0.4501, 0.3465, 0.3953, -1.4158, 0.2352, 0.4900, 0.3482, -1.3966, 0.1801, 0.4683, 0.2996, -0.2446, 0.4395, -0.8830, 0.0038, 0.8210, -1.3119, -0.9393, -0.4906, -0.0250, -1.7821, 0.5154, -0.0458, -0.9032, -0.5568, -0.8998, 0.3130, 0.3358, 0.4200, 0.3671, 0.6351, 0.4422, 0.4564, 0.4106, 0.5869, 0.4983, 0.5129, 0.5309, 0.1176]}

ΔE to the lowest compared entry with this formula, charge and spin in kcal/mol, matching the order above: 30.43 47.46 75.16 137.33
Largest force on an atom in eV Å⁻¹, matching the order above: 1.32 0.50 3.24 10.92